1.
Here is a structure of composition C16H30N2OP2SW from the OMol25 dataset. Energies are from the ωB97M-V functional and the def2-TZVPD basis.

As for the expectation value of S²: 2.10. Its frontier orbital gap (alpha / beta) is 6.12 / 7.08 eV. The calculation puts the HOMO energy (alpha / beta) at -6.791 / -7.286 eV. For the energy above the lowest of the compared OMol25 structures with the same formula, charge and spin, the calculation gives 14.61 kcal/mol. The spin multiplicity is 3.

Atoms and positions in Å:
W  0.15299  0.10279  0.61069
S  0.05651  1.91671  1.97189
P  2.47760  -0.34101  0.23071
P  -2.60253  0.15584  0.39754
O  -1.48263  -2.13246  1.35986
N  0.01159  0.68053  -1.11096
N  0.80846  0.39028  4.31475
C  3.39995  -0.30582  1.78498
C  0.46987  -3.40876  0.98289
C  0.04990  2.93632  -1.89018
C  0.02874  3.29656  -4.28724
C  -0.21221  -2.22044  1.71755
C  -3.48608  -1.21063  -0.45812
C  -0.23561  -2.63706  3.23113
C  -3.33447  1.61243  -0.48255
C  -3.36295  0.35671  2.05606
C  0.02767  1.53946  -2.16214
C  0.03854  3.81228  -2.97318
C  3.05638  -1.77747  -0.72349
C  3.18468  1.04046  -0.72476
C  0.04775  1.01054  -3.47755
C  0.48555  0.93609  3.31845
C  0.03070  1.91448  -4.52873
H  -1.26017  -2.93154  3.49345
H  -0.00087  4.00752  -5.11341
H  2.97708  -1.03155  2.48893
H  0.06734  -1.81634  3.88349
H  0.02670  4.88181  -2.75925
H  1.12759  -3.07830  0.17493
H  3.33377  0.68849  2.24365
H  0.07573  3.27025  -0.83073
H  -3.17214  -1.19731  -1.51051
H  -3.08472  1.58064  -1.55100
H  2.86134  0.99549  -1.77228
H  0.39837  -3.51970  3.37906
H  2.88269  2.00749  -0.30831
H  -2.94070  1.23894  2.55681
H  0.00916  1.54231  -5.54343
H  0.06545  -0.07425  -3.59484
H  -4.58101  -1.13408  -0.39764
H  -3.11042  -0.53192  2.64307
H  4.15276  -1.82523  -0.68970
H  -3.17371  -2.17056  -0.03580
H  -2.93853  2.55437  -0.08386
H  -4.45478  0.46861  1.99191
H  2.72041  -1.69684  -1.76556
H  1.06076  -4.04713  1.65680
H  -0.31298  -4.01549  0.51510
H  -4.43293  1.64589  -0.39545
H  0.67934  -1.16629  1.60658
H  4.44830  -0.54977  1.56794
H  4.28033  0.95929  -0.68650
H  2.68547  -2.72262  -0.32106

***

2.
Here is an isolated molecule of C16H30N4O3 from the OMol25 dataset. Energies are from the ωB97M-V functional and the def2-TZVPD basis.

As for the SMILES: CCN(CCN)C(=O)C(=O)N[C@H]1CCC[C@H](C(=O)NC(C)C)C1. Its frontier orbital gap is 9.79 eV. The calculation puts the HOMO energy at -9.226 eV. For the energy above the lowest of the compared OMol25 structures with the same formula, charge and spin, the calculation gives 9.61 kcal/mol.

Atoms and positions in Å:
O  0.74873  1.47461  3.09777
O  -3.56848  -2.30467  -2.41548
O  -0.37072  -0.41578  1.38543
N  -2.51916  -2.02638  -0.43957
N  4.87195  1.03189  3.25111
N  2.42943  1.78100  1.61065
N  0.29889  0.95937  -0.26925
C  3.75225  1.84071  3.73548
C  0.35351  0.48270  0.99338
C  -0.64853  0.37604  -1.21325
C  -1.94043  0.64798  -3.32800
C  3.10525  2.62433  2.59929
C  3.23315  1.30197  0.48515
C  1.23736  1.25214  2.00664
C  -1.56639  -0.77573  -3.74714
C  -0.18597  -1.00646  -1.67306
C  -2.55493  -2.02529  -1.79136
C  -1.26065  -1.66607  -2.53460
C  -0.88708  1.28050  -2.41292
C  -3.55436  -1.74895  1.73394
C  -3.88342  -3.88373  0.41934
C  3.49237  2.36677  -0.57386
C  -3.69681  -2.37237  0.35363
H  -4.78094  -4.13237  0.98780
H  -2.66881  -2.13372  2.24500
H  0.05159  1.42465  -2.96139
H  -2.37037  -1.22052  -4.33080
H  -0.88393  -2.62846  -2.89630
H  4.07784  3.19211  -0.16711
H  3.00057  1.17575  4.15867
H  4.05564  1.93763  -1.40312
H  -2.90152  0.62592  -2.80536
H  -1.70654  -1.69062  0.05730
H  5.69304  1.60923  3.11208
H  -4.42652  -1.98464  2.34369
H  0.86064  1.74536  -0.54171
H  -3.45530  -0.66490  1.67158
H  3.85898  3.21206  2.06967
H  -3.98281  -4.29698  -0.58357
H  0.72622  -0.89061  -2.26669
H  -2.08241  1.27166  -4.21288
H  -1.22146  2.26395  -2.07147
H  0.08419  -1.62077  -0.81297
H  2.57536  2.80038  -0.97793
H  -3.02603  -4.34983  0.91006
H  2.37379  3.31474  3.01835
H  5.12336  0.32539  3.92993
H  4.18138  0.95316  0.89596
H  4.03382  2.55230  4.52122
H  -1.59304  0.27159  -0.67457
H  -4.55876  -1.94072  -0.16096
H  2.74996  0.42821  0.05272
H  -0.67393  -0.74454  -4.38056

***

3.
Here is a structure of composition C16H30N6O4OsSe2 from the OMol25 dataset. Energies are from the ωB97M-V functional and the def2-TZVPD basis.

As for the charge: +2. Its frontier orbital gap (alpha / beta) is 7.07 / 7.07 eV. The calculation puts the HOMO energy (alpha / beta) at -13.800 / -13.801 eV. For the energy above the lowest of the compared OMol25 structures with the same formula, charge and spin, the calculation gives 0.00 kcal/mol.

Atoms and positions in Å:
Os  0.96731  0.69907  -0.26599
Se  0.60360  2.95431  -0.49138
Se  2.96086  0.71841  -1.38230
O  4.75214  4.90114  -0.52321
O  1.64341  2.72317  -3.48190
O  -0.67254  -1.16427  2.95060
O  0.70795  -0.22908  1.49061
N  0.74405  -1.20399  -1.19572
N  -2.34384  -3.45971  5.34451
N  -3.00559  -2.59468  3.32369
N  -0.32305  -0.23940  -3.03741
N  -4.41785  -4.00092  4.49081
N  -1.21659  0.59282  -0.06901
C  -1.58168  0.39194  1.35622
C  0.52092  -3.72078  -2.31532
C  3.90526  2.41570  -1.27115
C  2.84433  3.48341  -3.34537
C  0.03442  -2.62378  -2.97837
C  0.17122  -1.35065  -2.40731
C  -3.85436  -2.50829  2.13907
C  -3.16672  -1.62736  1.10037
C  -2.97506  -0.17597  1.58357
C  2.05723  4.14135  -1.02786
C  3.22806  3.64820  -1.87502
C  1.15034  -3.55778  -1.07862
C  1.24427  -2.29583  -0.56148
C  -3.26360  -3.34026  4.38170
C  4.28150  4.77542  -1.84836
C  -0.46771  -0.42578  2.00358
H  -4.02268  -3.50650  1.72837
H  -1.51592  1.37664  1.82912
H  1.33223  2.83106  -4.38757
H  -3.77297  -1.65782  0.19470
H  5.41170  5.60029  -0.47533
H  -4.59715  -4.60687  5.27304
H  3.81768  5.70483  -2.19670
H  -5.17214  -3.83641  3.84791
H  2.43907  4.51716  -0.07755
H  -2.11726  -2.08029  3.28804
H  3.66791  3.00081  -3.88187
H  -1.53746  -0.18807  -0.63838
H  1.54464  4.95604  -1.53947
H  -1.45987  -2.98458  5.26019
H  -3.17129  -0.10491  2.65478
H  -1.68621  1.41820  -0.43534
H  -0.43269  -2.71636  -3.94923
H  4.84629  2.23056  -1.79002
H  1.56758  -4.39362  -0.53781
H  2.69869  4.47774  -3.77853
H  1.72410  -2.10481  0.38735
H  -3.70272  0.48423  1.10758
H  -4.82546  -2.07344  2.39791
H  0.15942  0.63585  -2.86127
H  0.43531  -4.70259  -2.76143
H  -2.57984  -3.84167  6.24420
H  -2.20555  -2.08703  0.84700
H  4.12230  2.58438  -0.21886
H  -0.58852  -0.37623  -4.00059
H  5.09253  4.51705  -2.53919

***

4.
Here is a structure of composition C16H31AsAuBrN2O2Si3 from the OMol25 dataset. Energies are from the ωB97M-V functional and the def2-TZVPD basis.

As for the charge: +2. Its frontier orbital gap is 7.31 eV. The calculation puts the HOMO energy at -15.369 eV.

Atoms and positions in Å:
Au  -0.08936  -0.74166  -0.67329
Br  -3.84825  -0.50079  -0.69136
As  2.42827  -0.57772  -1.17837
Si  2.47617  -1.62186  -3.40762
Si  2.71294  1.83664  -1.23245
Si  3.90312  -1.62856  0.47528
O  1.14069  0.21246  3.06388
O  1.01660  -0.53282  0.98551
N  -1.62769  -1.28871  -3.32150
N  -1.65932  -0.21479  0.96826
C  -3.07717  0.53433  3.21480
C  1.52001  -0.47736  -4.51926
C  -1.69044  0.44795  3.26199
C  -2.98141  -0.11968  0.92883
C  1.68932  -3.27696  -3.10616
C  -1.02966  -1.08619  -2.36703
C  4.24775  -1.67747  -3.95253
C  -3.73733  0.24732  2.03467
C  4.23042  -0.35724  1.76562
C  5.31076  -1.92130  -0.69923
C  2.97688  -3.14703  0.99268
C  4.50911  1.91445  -1.70161
C  2.27888  2.51292  0.43175
C  0.46515  -0.05519  2.11665
C  1.58955  2.51284  -2.54360
C  -1.03012  0.06356  2.11619
H  3.06194  -3.92928  0.23623
H  1.19106  -1.01846  -5.41209
H  3.36964  -3.55089  1.92886
H  4.79265  -2.53605  -3.56538
H  0.64917  -0.04224  -4.04914
H  1.92576  -2.91108  1.15839
H  4.71650  0.52831  1.35614
H  2.01367  -3.73174  -2.16858
H  -4.81328  0.30328  1.96033
H  -1.12160  0.66834  4.15383
H  3.32056  -0.07325  2.29764
H  4.81313  -0.77384  -3.72592
H  5.61164  -1.02327  -1.24259
H  -2.16772  -1.45945  -4.15317
H  5.07935  -2.71412  -1.40831
H  2.15306  0.34475  -4.85631
H  1.96206  -3.96223  -3.91365
H  -3.64134  0.82127  4.09205
H  5.18267  1.60289  -0.90301
H  4.20911  -1.76963  -5.04376
H  0.55181  2.20721  -2.38872
H  4.72153  2.96577  -1.92467
H  0.60218  -3.20714  -3.08510
H  6.18578  -2.24517  -0.12566
H  1.89039  2.20912  -3.54621
H  2.42030  3.59752  0.38899
H  1.61467  3.60539  -2.50681
H  2.88123  2.12118  1.24870
H  4.91867  -0.80057  2.49292
H  1.22875  2.33068  0.66746
H  4.74295  1.34257  -2.60131